No. 1
{
  "formula": "C7H12",
  "method": "wB97M-V/def2-TZVPD",
  "species": ["C", "C", "C", "C", "C", "C", "C", "H", "H", "H", "H", "H", "H", "H", "H", "H", "H", "H", "H"],
  "positions_angstrom": [[-0.7728, -0.1260, -0.9578], [0.5285, 0.2697, -0.3694], [1.4231, -0.7240, 0.2557], [2.1722, -0.6527, 1.3792], [-2.2689, -0.1170, 1.0925], [1.5056, 1.0120, -1.1379], [-2.0050, 0.4859, -0.3042], [-3.3369, -0.3757, 1.1529], [-0.8967, -1.2286, -1.0028], [-2.9120, 0.3890, -0.9080], [1.6987, 0.9287, -2.2227], [-1.7956, -1.0834, 1.2561], [1.4396, -1.6949, -0.2792], [-1.7971, 1.5420, -0.1679], [-2.1084, 0.5525, 1.9435], [2.1488, 0.2644, 1.9503], [2.6355, -1.5439, 1.7858], [-0.7801, 0.1198, -2.0339], [2.2548, 1.6685, -0.7026]],
  "multiplicity": 2,
  "e_above_lowest_kj_mol": 160.3,
  "gap_ha": [0.177, 0.215],
  "total_charge": -1
}

No. 2
{
  "formula": "C22H44F2N4O6PS",
  "method": "wB97M-V/def2-TZVPD",
  "species": ["S", "P", "F", "F", "O", "O", "O", "O", "O", "O", "N", "N", "N", "N", "C", "C", "C", "C", "C", "C", "C", "C", "C", "C", "C", "C", "C", "C", "C", "C", "C", "C", "C", "C", "C", "C", "H", "H", "H", "H", "H", "H", "H", "H", "H", "H", "H", "H", "H", "H", "H", "H", "H", "H", "H", "H", "H", "H", "H", "H", "H", "H", "H", "H", "H", "H", "H", "H", "H", "H", "H", "H", "H", "H", "H", "H", "H", "H", "H", "H"],
  "positions_angstrom": [[3.7871, -0.8870, -0.4533], [-1.5275, 0.6504, 2.8197], [0.4394, -0.5733, -3.1653], [1.1669, -1.7302, -0.8517], [-1.9429, 2.1323, 2.3469], [-1.0766, 0.4975, 0.1000], [-2.7262, 0.0208, 3.3308], [2.1899, -2.7548, 3.4205], [-3.7262, 0.2409, 0.7279], [-0.5380, 0.7435, 4.0991], [2.6974, -4.3614, 0.2662], [0.6336, -0.6540, 1.2040], [-4.0563, -1.8822, -0.0829], [0.1680, 1.7591, -1.1594], [-4.9479, -2.4492, 0.9881], [0.6263, -2.0992, 1.7002], [-0.6197, -0.2487, -2.3140], [-0.5596, 3.1042, -3.1488], [1.6310, 0.0093, 2.1141], [-0.7876, 4.4992, -2.4919], [0.9862, -0.5223, -0.2352], [5.1962, 0.1916, -0.8409], [1.6815, 1.5072, 2.3248], [-0.8495, -0.2203, 1.2844], [0.5876, 2.3488, -2.4167], [-3.2765, -0.8353, 0.5689], [-0.1011, 0.3734, -1.0028], [-1.9065, 4.4573, -1.4200], [4.8687, 1.3149, -1.8500], [1.9835, -4.2482, 1.5394], [1.9718, -2.7632, 1.9951], [2.3025, 0.1931, -0.6162], [1.0668, 2.5665, 1.7184], [-1.9413, -1.3484, 1.0848], [-4.9795, -1.1977, -1.0220], [-1.4599, -1.5202, -2.2020], [-5.8676, -2.7394, 0.4835], [1.1453, 1.7223, -3.1098], [2.1653, -3.9516, -0.4928], [-1.5140, 2.5846, -3.0603], [-2.6450, 5.2416, -1.5693], [1.3678, 2.8526, 0.7143], [-1.5059, 4.5040, -0.4030], [0.1411, 4.9351, -2.1233], [2.2267, 0.3455, -1.6903], [-5.3805, -1.9380, -1.7182], [0.0788, -2.0865, 2.6418], [-5.8318, -0.7329, -0.5227], [-4.5292, -3.3455, 1.4426], [0.1821, -2.7871, 0.9949], [2.4378, 1.1789, -0.1818], [2.8502, -2.3146, 1.5237], [0.3600, 3.2446, 2.1896], [0.9582, -4.6474, 1.4888], [5.6619, 0.6027, 0.0543], [-4.4636, -0.4565, -1.6316], [-0.2833, 3.2514, -4.1928], [1.4763, -0.3914, 3.1127], [2.5444, -4.8216, 2.2745], [-1.2348, 0.4427, -2.8835], [-2.4759, -1.2442, -1.9307], [3.1159, -3.0132, 3.5266], [4.4338, 0.8842, -2.7516], [-0.4516, -0.1567, 4.4539], [-1.0224, -2.3081, -1.5959], [-1.1567, 5.1465, -3.2894], [-2.4737, 3.5222, -1.4541], [-2.0409, -1.9533, 1.9890], [2.8950, -5.3306, 0.0510], [2.3470, 1.7720, 3.1540], [-1.6448, 2.7093, 3.0761], [4.2406, 2.0774, -1.3937], [1.2885, 3.1603, -2.1713], [-5.2243, -1.6769, 1.7115], [-1.6241, -2.0767, 0.3379], [-1.5219, -1.9175, -3.2169], [-0.4424, 2.3490, -0.6183], [5.8318, 1.7399, -2.1336], [5.9612, -0.4179, -1.3213], [2.6629, -0.2736, 1.8756]],
  "smiles": "C=CC[N@@+]1(C[C@@H](O)CN)[C@@](CC(=O)N(C)C)(P(=O)(O)O)O[C@](NCCCC)([C@H](C)F)[C@@]1(F)CSCC",
  "gap_ha": 0.293,
  "total_charge": 1
}

No. 3
{
  "formula": "H14IO7",
  "method": "wB97M-V/def2-TZVPD",
  "species": ["I", "O", "O", "O", "O", "O", "O", "O", "H", "H", "H", "H", "H", "H", "H", "H", "H", "H", "H", "H", "H", "H"],
  "positions_angstrom": [[-0.1856, 0.4699, -0.2367], [-0.3586, -2.9871, 1.1133], [2.7434, -0.2671, 1.6703], [-1.9946, 0.3509, 2.3353], [0.5504, 3.6209, 1.2353], [-0.8116, 1.5059, -3.2457], [-2.3716, -1.7181, -1.4037], [2.2204, -0.9341, -2.6357], [-2.2446, -2.3591, -0.5827], [-1.9376, 0.7699, 3.2143], [-0.7476, 2.4989, -3.3267], [1.9594, -0.1401, -2.0397], [-0.5086, 1.1689, -2.3047], [-0.8866, -2.5641, 1.7743], [-1.0916, 0.6439, 2.0323], [2.8474, -1.1241, 2.2263], [-0.1136, -2.3021, 0.4533], [1.9534, -0.3521, 0.9123], [-1.6916, -1.1411, -1.1887], [0.4974, 2.7479, 0.7763], [1.4864, -1.3001, -2.9447], [0.6864, 3.4119, 2.1653]],
  "e_above_lowest_kj_mol": 180.5,
  "gap_ha": 0.322,
  "total_charge": -1
}

No. 4
{
  "formula": "C4H8N",
  "method": "wB97M-V/def2-TZVPD",
  "species": ["N", "C", "C", "C", "C", "H", "H", "H", "H", "H", "H", "H", "H"],
  "positions_angstrom": [[-0.3934, 0.7390, -0.7207], [-0.2334, 0.8041, 1.6044], [-0.1288, 0.0707, 0.5152], [0.0561, 0.4159, -1.8600], [0.3806, -1.3384, 0.4519], [-0.9160, 1.6030, -0.6129], [1.4660, -1.4190, 0.4490], [0.0505, 0.4873, 2.5857], [0.0366, -1.8541, 1.3439], [-0.1802, 1.0515, -2.6957], [-0.0355, -1.8693, -0.4003], [-0.6400, 1.8101, 1.5061], [0.5375, -0.5007, -2.1666]],
  "smiles": "C=[NH+]C(=C)C",
  "e_above_lowest_kj_mol": 15.3,
  "gap_ha": 0.347,
  "total_charge": 1
}

No. 5
{
  "formula": "C25H35N4O2",
  "method": "wB97M-V/def2-TZVPD",
  "species": ["O", "O", "N", "N", "N", "N", "C", "C", "C", "C", "C", "C", "C", "C", "C", "C", "C", "C", "C", "C", "C", "C", "C", "C", "C", "C", "C", "C", "C", "C", "C", "H", "H", "H", "H", "H", "H", "H", "H", "H", "H", "H", "H", "H", "H", "H", "H", "H", "H", "H", "H", "H", "H", "H", "H", "H", "H", "H", "H", "H", "H", "H", "H", "H", "H", "H"],
  "positions_angstrom": [[-3.9852, 2.5797, 2.6561], [7.8909, 0.3777, 1.9684], [-1.7467, 3.0618, 2.3647], [1.9709, -3.1956, 2.9429], [-0.8126, 1.0194, 2.5862], [2.2151, -3.6442, 1.5918], [-4.8146, -0.8350, 2.9198], [6.5618, 0.1420, 2.0936], [0.1778, 2.6126, 0.9212], [-7.0671, -0.5997, 2.0534], [6.1502, -1.2018, 2.2799], [-2.2624, 0.8069, 2.6732], [3.7919, -0.5059, 2.4211], [-2.8158, -0.1055, 1.5751], [2.4168, -0.8433, 2.6623], [0.5666, -3.5382, 3.2437], [-2.8105, 2.2286, 2.5665], [8.3020, 1.7450, 1.7392], [-5.1665, -0.0409, 0.6573], [4.2423, 0.8366, 2.2147], [-4.3038, -0.3391, 1.7165], [4.8114, -1.5020, 2.3774], [-6.5485, -0.1485, 0.8327], [5.5786, 1.1598, 2.0419], [-1.9337, 4.4783, 2.1556], [0.0463, -0.0119, 2.7139], [0.4671, 3.0266, 3.4062], [1.4206, 0.1112, 2.5202], [2.8423, -3.9815, 3.8410], [-0.4370, 2.4240, 2.3183], [-6.1979, -0.9502, 3.0938], [-0.1069, -2.9775, 2.5879], [3.1793, -3.3994, 1.3638], [-1.5435, 4.7810, 1.1757], [-0.0843, 3.0708, 4.3550], [3.8985, -3.7742, 3.6546], [-2.6009, 0.3587, 0.5978], [0.4408, 3.6695, 0.7838], [-4.7398, 0.3088, -0.2865], [2.1785, -1.8626, 3.1020], [-2.2743, -1.0648, 1.6187], [-1.4103, 5.0561, 2.9271], [1.7412, 1.1029, 2.2187], [2.6576, -5.0509, 3.6693], [-0.4091, -0.9698, 2.9807], [0.4214, -4.6138, 3.0672], [-8.1471, -0.6776, 2.1936], [0.7598, 4.0422, 3.1104], [-7.2165, 0.1279, 0.0157], [2.6077, -3.7299, 4.8808], [4.5259, -2.5473, 2.4175], [-4.1229, -1.1028, 3.7230], [9.3865, 1.6855, 1.6597], [0.3520, -3.3032, 4.2916], [1.3716, 2.4343, 3.5602], [-6.5886, -1.3071, 4.0477], [6.9150, -1.9744, 2.3295], [-3.0023, 4.6996, 2.2011], [-0.5486, 2.3119, 0.1533], [8.0130, 2.3905, 2.5810], [3.5387, 1.6686, 2.2033], [-2.5222, 0.4060, 3.6707], [7.8693, 2.1369, 0.8073], [1.6134, -3.0720, 0.9957], [1.0819, 2.0155, 0.7841], [5.8752, 2.1993, 1.8785]],
  "e_above_lowest_kj_mol": 339.4,
  "gap_ha": 0.253,
  "total_charge": 1
}